Version 1
53
Properties=species:S:1:pos:R:3 method="wB97M-V/def2-TZVPD" smiles="O=C(NCCN1CCOCC1)/C(=C/c1ccc(F)cc1)NC(=O)c1ccccc1"
F 4.87639 -3.62092 0.63741
O -2.42291 -0.96018 -2.14899
O -3.26734 -1.98882 2.20307
O -0.60006 2.33040 0.30742
N -3.69562 0.23057 0.51542
N -2.26012 1.21991 -1.54897
N 0.53310 0.72253 -0.85121
C 1.26601 -2.10099 -0.62404
C 1.85522 -3.18068 -1.28679
C 2.97970 1.94755 0.11250
C -3.68642 1.43847 -1.59147
C 0.44431 1.86945 -0.13054
C 1.73880 2.57976 0.07127
C 1.67433 3.95892 0.26194
C -3.27070 0.41873 1.88569
C -4.22587 1.40240 -0.14797
C 1.90655 -1.57494 0.50078
C 4.05602 4.06272 0.48982
C -4.51771 -0.95451 0.38964
C 3.11576 -2.08619 0.93352
C -3.71468 -2.15999 0.87627
C 2.82482 4.69683 0.46195
C -2.48750 -0.82338 2.31376
C -1.79909 -0.04408 -1.63964
C 3.06935 -3.69147 -0.87401
C -0.00897 -1.58199 -1.09741
C 3.68836 -3.13034 0.22993
C 4.12820 2.68956 0.32337
C -0.39918 -0.29532 -1.14480
H -4.32886 -3.06178 0.87509
H 1.35590 -3.60790 -2.14298
H -2.85454 -2.29834 0.20612
H 3.53655 -4.51686 -1.38731
H -5.32557 1.42588 -0.15625
H 5.08511 2.19061 0.36010
H 1.47834 0.43254 -1.06985
H -5.44935 -0.86624 0.97892
H -2.61728 1.29184 1.94004
H -0.71760 -2.30523 -1.47838
H 1.43274 -0.78839 1.06970
H 2.76204 5.76559 0.59985
H -4.12568 0.64001 -2.19151
H -2.18619 -0.75235 3.36062
H -4.12594 0.56107 2.57142
H -3.86624 2.29142 0.37614
H 0.70567 4.43514 0.24689
H -1.59268 -0.91402 1.67754
H -1.77641 1.82931 -0.89026
H -4.76859 -1.10221 -0.66112
H 3.61138 -1.69041 1.80618
H 4.95766 4.63476 0.64903
H 3.06963 0.87454 0.01440
H -3.89709 2.40478 -2.05491


Version 2
53
Properties=species:S:1:pos:R:3 method="wB97M-V/def2-TZVPD" smiles="COCCN1CCN(C(=O)c2ccc3nc(Cc4ccccc4F)oc3c2)CC1"
F 0.77049 -4.26044 5.36957
O -0.33219 -2.99982 1.71944
O -1.50841 4.03525 -4.48094
O 3.19430 -0.80217 -1.72132
N -0.27783 -1.57055 3.43805
N 0.36818 1.96035 -4.15006
N 1.91080 1.03767 -1.95963
C -1.42210 -3.40255 5.23498
C -0.28074 -3.67083 5.98020
C 0.68399 1.76410 -1.73994
C -0.57775 4.88081 -5.11382
C -1.26612 -2.77982 7.95476
C 2.54251 1.39681 -3.21041
C -0.18560 -3.37295 7.32524
C 1.57443 -0.40282 -0.03799
C -1.45639 -3.72441 3.76814
C -0.51097 1.91607 -5.30248
C -2.48938 -2.80626 5.88905
C 0.35824 -1.90618 1.30460
C 1.63137 0.49797 1.03407
C 2.29051 -0.09261 -1.31771
C -1.74411 2.82576 -5.15305
C 0.39812 -0.99942 2.38368
C -2.41548 -2.49857 7.23693
C 0.94762 -1.63452 0.08659
C 1.05200 0.21785 2.25421
C 1.57330 1.18015 -4.37030
C -0.27267 1.54657 -2.91564
C -0.67159 -2.71673 3.00443
H 2.04262 1.50859 -5.30060
H 0.07789 2.24441 -6.16389
H -3.25791 -2.03526 7.72739
H -1.02279 -4.70959 3.57462
H -2.14574 3.01817 -6.16142
H -3.38721 -2.58015 5.33351
H 0.93122 -2.33982 -0.72834
H -0.60179 5.82124 -4.56645
H -1.20721 -2.53824 9.00488
H 0.20999 1.43803 -0.81472
H -2.52039 2.32683 -4.56797
H 3.43048 0.77481 -3.33160
H 0.91795 2.83181 -1.67127
H -2.48614 -3.72724 3.40050
H 0.72352 -3.60306 7.85791
H -0.85608 5.06201 -6.15942
H -1.15874 2.16063 -2.75873
H 2.82854 2.45230 -3.16534
H 1.34790 0.10175 -4.45719
H 1.10152 0.90710 3.08083
H -0.57102 0.48147 -2.95052
H -0.87172 0.89241 -5.51467
H 0.43199 4.46250 -5.07422
H 2.15859 1.43057 0.89605


Last place for stability: version 2


Version 1
17
Properties=species:S:1:pos:R:3 method="wB97M-V/def2-TZVPD" charge=-1
S 2.00907 -0.98482 1.91706
O -1.23504 -1.44307 -0.32318
O -1.97284 -0.05602 1.65874
N -0.07495 0.66548 -1.10715
C 1.33459 0.61628 1.21854
C 1.08908 0.38598 -0.37800
C -0.99446 -0.55106 -1.32996
H 1.61832 -1.44144 -1.04559
H -0.53868 -1.12572 -2.11599
H -2.69573 0.54236 1.37890
H -0.59025 1.18322 -0.37124
H 0.41606 1.07734 1.52115
H 2.00181 1.55995 1.23079
H 1.29539 -0.70033 -0.54585
H 1.85911 1.02743 -0.90402
H -1.60213 -0.66545 0.90045
H -1.91935 -0.09014 -1.70465


Version 2
17
Properties=species:S:1:pos:R:3 method="wB97M-V/def2-TZVPD" charge=-1
S -2.71133 0.33007 0.13326
O 0.69544 0.07655 1.71016
O 0.02402 -2.45032 1.09174
N 1.07809 0.34501 -0.73012
C -1.40961 -0.12148 -0.97480
C -0.28043 0.89577 -0.99730
C 1.43076 0.63425 0.80071
H -1.04541 1.73359 0.72778
H -0.97446 -1.09648 -0.62907
H -1.66418 -0.40301 -2.03155
H 2.50647 0.28641 0.78552
H 1.03604 -0.66201 -0.84156
H 1.37391 1.77178 0.77087
H -0.50955 1.45465 -0.03015
H 0.84605 -2.74815 0.70842
H 0.06334 -1.51639 1.42141
H -0.45917 1.46976 -1.91530


Version 3
17
Properties=species:S:1:pos:R:3 method="wB97M-V/def2-TZVPD" charge=-1
S -2.16409 1.98239 -1.63264
O 4.09311 -1.48227 -0.48869
O 1.09727 -1.38087 0.43684
N -1.61316 -1.01761 0.13187
C -0.74131 0.07031 -0.18753
C -1.28360 1.43317 -0.04051
C 0.70548 -0.11719 0.58342
H -1.10158 -1.88966 0.21781
H 3.18374 -1.84156 -0.57563
H -0.26575 -0.14460 -1.14833
H -3.44506 2.23908 -1.31519
H 1.32624 0.67293 0.10005
H -2.01102 -0.82034 1.05048
H -0.45614 2.13513 0.03058
H 0.49568 0.06031 1.67291
H -2.06135 1.56107 0.69756
H 4.24152 -1.46032 0.46700


Last place for stability: version 1


Version 1
14
Properties=species:S:1:pos:R:3 method="wB97M-V/def2-TZVPD" smiles="[H]/N=C/[C@@H]1N=C1NC"
N 1.42492 0.49576 -0.59231
N -1.97214 -1.03466 -0.75983
N -0.71921 1.69366 -0.85875
C 0.17251 0.92493 -0.40589
C -1.98832 -0.27056 0.25502
C 2.06391 -0.49633 0.24629
C -1.02961 0.86296 0.39005
H -2.69696 -0.38644 1.08864
H 1.41884 -0.69723 1.10462
H 3.02485 -0.12577 0.61775
H -1.09764 1.41126 1.33158
H 1.88499 0.79191 -1.44058
H -2.71294 -1.73240 -0.68714
H 2.22679 -1.43711 -0.28945


Version 2
C4H7N3 | ωB97M-V/def2-TZVPD

XYZ file:
```
14
C4H7N3, DFT ωB97M-V/def2-TZVPD
N 1.17046 0.03428 1.98328
N 2.64624 -0.53016 -1.14685
N 0.25914 -0.43451 -1.19183
C 1.03866 -0.15847 0.79135
C 1.50033 -0.39289 -0.62973
C -0.72389 -0.35980 -0.13440
C -1.66401 0.82467 -0.21449
H -2.30868 0.87689 0.67142
H 3.37737 -0.43823 -0.44602
H -1.09430 1.75791 -0.28191
H 0.10109 -0.77935 -2.12632
H -2.32017 0.76938 -1.09369
H -0.03353 -0.13386 1.39638
H -1.23907 -1.31471 0.03324
```

Results of the natural (NBO) charge analysis, in e, for atoms 1 through 8: N -0.43; N -0.67; N -0.60; C 0.12; C 0.37; C -0.25; C -0.64; H 0.22


Version 3
14
Properties=species:S:1:pos:R:3 method="wB97M-V/def2-TZVPD" smiles=CCn1nccn1
N -0.60050 -1.08398 -0.05515
N -0.56051 1.05932 0.20631
N 0.10960 -0.04380 0.11656
C -1.82085 -0.64994 -0.16599
C 1.50978 -0.20422 0.62374
C 2.35173 0.15540 -0.56161
C -1.81231 0.71221 -0.16552
H -2.55891 -1.31058 -0.22791
H 3.44011 0.27276 -0.35004
H 1.66747 -1.05146 1.20463
H 1.67537 0.56438 1.33258
H 1.92134 1.09777 -0.91557
H -2.54869 1.54494 -0.08146
H 2.39301 -0.71938 -1.22003


Version 4
14
Properties=species:S:1:pos:R:3 method="wB97M-V/def2-TZVPD"
N 3.70455 1.25555 -0.20279
N 1.37384 -1.25340 -0.50796
N 0.30998 0.45740 0.52942
C 1.42356 -0.07190 -0.02822
C 2.67562 0.72980 -0.09551
C -2.04025 0.30558 -0.30497
C -1.14982 -0.56025 0.53840
H -2.11890 1.29588 0.13487
H 2.23735 -1.50681 -0.96089
H -1.24233 -0.68215 1.60722
H -1.41973 0.34728 -1.19953
H -3.02190 -0.08133 -0.61466
H -1.22863 -1.59494 0.09702
H 0.49664 1.35928 1.00759


Last place for stability: version 2